1.
{
  "formula": "C44H54BF4LaN12O",
  "method": "ωB97M-V/def2-TZVPD",
  "e_above_lowest_kj_mol": 0.0,
  "homo_lumo_gap_ev": [5.204, 5.601],
  "charge": 2,
  "species": ["La", "C", "C", "C", "C", "C", "C", "C", "C", "C", "N", "N", "B", "N", "N", "C", "C", "C", "C", "C", "C", "C", "C", "C", "N", "N", "C", "C", "C", "C", "C", "C", "C", "C", "C", "H", "H", "H", "H", "H", "H", "H", "H", "H", "H", "H", "H", "H", "H", "H", "H", "H", "H", "H", "H", "H", "H", "H", "H", "H", "H", "H", "H", "H", "H", "H", "H", "H", "H", "H", "H", "H", "H", "H", "H", "H", "H", "H", "H", "H", "H", "N", "C", "N", "C", "C", "O", "C", "C", "H", "H", "H", "H", "H", "H", "H", "H", "F", "C", "C", "F", "C", "C", "C", "F", "C", "C", "C", "N", "C", "N", "F", "C", "C", "N", "C", "N"],
  "positions_angstrom": [[0.20903, -0.92287, -0.88347], [5.29674, -1.80979, -0.30655], [3.78328, -1.66042, -0.46558], [3.10263, -3.02026, -0.24241], [3.23983, -0.59364, 0.44766], [3.90104, 0.16844, 1.40358], [2.97536, 1.09229, 1.88176], [3.40605, 2.19112, 2.80910], [3.60873, 3.48266, 2.01333], [2.55025, 2.45075, 4.04333], [1.80017, 0.86004, 1.25359], [1.96885, -0.17219, 0.37924], [0.49403, 1.72537, 1.21925], [-0.80874, 0.90820, 1.51670], [-1.25562, 0.07631, 0.53909], [-2.48371, -0.34906, 0.85671], [-2.85021, 0.22684, 2.06445], [-1.77794, 1.02552, 2.45604], [-1.79641, 1.78783, 3.74798], [-1.72694, 3.30608, 3.58083], [-0.72681, 1.25477, 4.70213], [-3.24498, -1.20743, -0.10907], [-4.53545, -1.75501, 0.49106], [-3.54889, -0.34660, -1.34814], [0.37402, 2.27166, -0.23126], [0.38834, 1.42562, -1.30370], [0.37891, 2.17010, -2.41457], [0.34061, 3.51525, -2.06314], [0.34183, 3.54337, -0.66926], [0.21818, 4.76956, 0.16853], [1.13657, 5.88830, -0.32581], [-1.24675, 5.22771, 0.12882], [0.42166, 1.54163, -3.77108], [-0.87454, 1.83077, -4.53295], [1.65044, 2.02732, -4.54415], [5.67788, -2.52061, -1.03742], [5.79974, -0.85821, -0.46823], [5.55167, -2.18175, 0.68560], [3.58189, -1.33609, -1.50033], [3.19107, -3.32366, 0.80117], [2.03887, -3.00976, -0.52135], [3.59729, -3.77367, -0.85420], [4.92382, 0.08365, 1.71866], [4.39439, 1.88221, 3.16832], [2.67216, 3.82763, 1.58433], [3.99486, 4.25880, 2.67091], [4.32393, 3.32314, 1.21028], [1.60768, 2.92885, 3.79065], [2.36497, 1.53205, 4.59872], [3.09026, 3.12985, 4.70023], [0.59578, 2.60416, 1.98936], [-3.77145, 0.09188, 2.59879], [-2.77522, 1.57625, 4.19727], [-0.78888, 3.63629, 3.14464], [-2.54096, 3.64236, 2.94517], [-1.84129, 3.78390, 4.55241], [0.25390, 1.29703, 4.23671], [-0.71559, 1.85301, 5.61248], [-0.94799, 0.22173, 4.97541], [-2.60357, -2.06038, -0.40325], [-5.21071, -0.94066, 0.74979], [-5.03498, -2.39231, -0.23673], [-4.33434, -2.34072, 1.38735], [-4.10107, 0.54260, -1.04309], [-2.62183, -0.02794, -1.84766], [-4.16664, -0.89815, -2.05466], [0.30884, 4.36256, -2.71899], [0.47790, 4.53627, 1.20396], [0.85744, 6.22772, -1.32188], [1.06346, 6.73719, 0.35104], [2.17383, 5.55633, -0.35321], [-1.53280, 5.50881, -0.88364], [-1.90645, 4.43043, 0.46507], [-1.37861, 6.09042, 0.77865], [0.51049, 0.45001, -3.62448], [-0.96355, 2.89712, -4.73087], [-0.87224, 1.30806, -5.48777], [-1.74397, 1.51191, -3.95380], [1.57352, 3.09442, -4.74549], [2.56057, 1.84470, -3.97129], [1.72748, 1.50378, -5.49517], [0.17112, -2.37013, 1.14063], [0.52551, -2.54512, 2.23558], [0.93254, -2.70687, 3.43890], [0.39030, -3.73342, 4.32258], [0.21990, -3.13260, 5.72146], [1.43230, -2.60006, 6.18707], [1.88910, -1.55585, 5.37061], [2.13655, -2.04213, 3.93572], [1.09738, -4.56929, 4.37544], [-0.57016, -4.08514, 3.93977], [-0.06422, -3.91456, 6.42859], [-0.55743, -2.35229, 5.70542], [2.82879, -1.21117, 5.80997], [1.16450, -0.72735, 5.37035], [2.96468, -2.76070, 3.94829], [2.39156, -1.20854, 3.28000], [-1.13100, -3.75433, -7.38462], [-1.81727, -3.66901, -6.25348], [-3.10092, -4.14694, -6.20525], [-3.64109, -4.67046, -7.29171], [-3.89051, -4.10371, -5.00872], [-3.24593, -3.49823, -3.88168], [-1.97457, -3.01505, -3.94231], [-1.47963, -2.39947, -2.80378], [-1.16529, -3.10085, -5.11400], [0.16985, -2.67352, -5.14238], [0.77140, -2.24314, -3.97225], [1.18304, -1.87897, -2.94926], [0.97884, -2.59392, -6.29831], [1.67531, -2.44950, -7.19740], [-3.89588, -3.38819, -2.72797], [-5.19501, -4.58980, -4.94559], [-5.97231, -4.51001, -3.76985], [-6.61483, -4.43158, -2.82128], [-5.88026, -5.19900, -6.01657], [-6.49746, -5.71049, -6.83945]],
  "mulliken_charge": [1.0671, -1.9234, 0.8850, -0.6961, -0.5452, -0.2701, -0.3191, 0.2076, -1.6123, -1.3712, 1.7268, -0.8263, 1.1461, 1.4737, 0.0170, -0.6547, -0.9074, -0.2270, 0.2236, -1.5453, -1.0168, 1.2813, -1.7973, -0.9905, 0.9730, -0.0307, -0.5944, -0.7609, 0.0183, 1.2081, -1.7711, -1.6129, 2.0498, -1.5040, -1.6642, 0.4722, 0.4318, 0.3814, 0.0763, 0.2072, -0.0838, 0.4607, 0.6430, 0.5689, 0.2507, 0.5148, 0.3804, 0.1502, 0.0514, 0.5689, -1.1427, 0.6569, 0.4607, 0.0939, 0.3993, 0.5047, -0.2560, 0.4197, 0.2945, -0.1590, 0.3500, 0.4321, 0.4300, 0.3980, 0.0495, 0.3865, 0.6384, -0.2508, 0.3984, 0.4508, 0.3371, 0.3601, 0.3046, 0.4574, -1.1294, 0.3515, 0.4677, 0.2663, 0.3596, 0.3860, 0.4502, -0.6019, 0.3995, 0.2254, -0.6058, -0.4702, -0.4177, -0.4889, 0.2966, 0.2958, 0.4868, 0.3660, 0.2160, 0.3525, 0.1564, 0.2592, -0.3629, -0.2906, -0.0056, 0.1938, -0.2712, 0.1118, 0.1235, 0.3415, 0.4862, 0.2293, 0.3076, 0.5810, -0.6492, -0.3939, -0.4028, -0.2652, 1.1520, -0.1470, -0.4554, -0.2654, -0.3643]
}

2.
{
  "formula": "C44H54FeN8O3P2S2",
  "method": "ωB97M-V/def2-TZVPD",
  "e_above_lowest_kj_mol": 0.0,
  "spin_multiplicity": 6,
  "homo_lumo_gap_ev": [4.978, 4.920],
  "charge": 1,
  "species": ["Fe", "C", "S", "C", "C", "C", "N", "P", "C", "C", "C", "C", "C", "C", "C", "C", "C", "C", "C", "C", "P", "C", "C", "C", "C", "C", "C", "C", "C", "C", "C", "C", "C", "H", "H", "H", "H", "H", "H", "H", "H", "H", "H", "H", "H", "H", "H", "H", "H", "H", "H", "H", "H", "H", "H", "H", "H", "H", "H", "H", "H", "H", "N", "C", "C", "C", "C", "C", "C", "S", "O", "O", "N", "C", "N", "C", "C", "C", "N", "H", "H", "H", "H", "H", "H", "H", "H", "H", "N", "C", "C", "C", "N", "C", "C", "N", "C", "H", "H", "H", "H", "H", "H", "H", "H", "H", "H", "H", "H", "H", "H", "H", "H", "O"],
  "positions_angstrom": [[1.16377, -17.56591, -9.87041], [0.81556, -21.40376, -17.63504], [-0.09324, -19.97100, -16.97230], [-0.96269, -20.79920, -15.57291], [-0.51667, -20.02569, -14.37477], [-1.03812, -18.63830, -14.22651], [-0.72857, -17.97690, -12.86041], [0.62817, -18.34911, -12.03424], [0.52204, -19.75804, -11.27197], [0.32527, -20.89614, -10.56267], [-0.44547, -22.07152, -10.79796], [-0.92640, -22.67166, -9.66592], [-1.49156, -23.99601, -9.47401], [-1.83693, -24.86321, -10.56757], [1.72935, -17.57494, -13.15117], [1.26910, -16.28854, -13.48605], [1.88806, -15.52497, -14.50975], [3.18451, -15.98426, -14.94684], [3.64988, -17.22871, -14.55773], [2.83911, -18.11812, -13.88581], [-2.21332, -17.37969, -11.95992], [-2.88917, -16.57528, -13.42186], [-2.15185, -15.44602, -13.76763], [-2.56157, -14.85552, -14.98844], [-3.65869, -15.30503, -15.72204], [-4.16005, -16.55563, -15.44438], [-3.88360, -17.16776, -14.25826], [-3.38017, -18.72212, -11.78214], [-3.11805, -20.09661, -12.02979], [-4.14398, -21.00483, -11.78645], [-5.29591, -20.62702, -11.12962], [-5.49204, -19.27586, -10.71264], [-4.58792, -18.33731, -11.08937], [0.26775, -22.37516, -17.46936], [1.85986, -21.40848, -17.24088], [0.90229, -21.22754, -18.74296], [-0.50924, -21.79333, -15.48936], [-2.07879, -20.87860, -15.65593], [0.55009, -20.03463, -14.23207], [-0.84172, -20.70311, -13.53279], [-2.12670, -18.65559, -14.32376], [-0.58081, -17.99571, -15.00179], [0.89728, -20.95945, -9.54823], [-0.89177, -22.14082, -11.80423], [-0.97814, -22.03271, -8.77492], [-1.77729, -24.36973, -8.46167], [-1.27882, -24.44634, -11.48897], [0.50291, -15.82630, -12.84991], [1.40569, -14.58964, -14.90796], [3.84649, -15.31852, -15.48411], [4.63916, -17.54678, -14.93028], [3.17298, -19.16791, -13.79690], [-1.39216, -14.86384, -13.22978], [-2.09888, -13.92140, -15.28001], [-4.16211, -14.63753, -16.46656], [-4.74448, -17.13266, -16.19364], [-4.40999, -18.06865, -13.94178], [-2.07187, -20.39488, -12.19004], [-3.96476, -22.04561, -12.11214], [-6.03402, -21.40852, -10.89085], [-6.34421, -19.00874, -10.07526], [-4.74561, -17.31135, -10.90284], [-5.14477, -20.76930, -6.58083], [-4.18321, -19.80471, -6.68585], [-3.04887, -19.74655, -5.83382], [-2.20404, -18.67426, -5.91984], [-2.43214, -17.69076, -6.96366], [-3.67221, -17.67310, -7.65355], [-4.44910, -18.79000, -7.62541], [-1.08853, -16.54593, -7.48393], [-0.47718, -15.84333, -6.38024], [-1.77238, -15.79933, -8.53415], [0.24497, -17.28126, -8.20423], [1.42775, -17.79852, -7.51487], [2.49104, -17.83592, -8.36488], [3.70003, -18.25468, -7.78033], [3.85267, -18.45370, -6.37148], [2.64869, -18.10149, -5.67964], [1.47229, -17.95290, -6.21612], [-5.04743, -21.46254, -5.85092], [-5.83737, -20.87433, -7.31002], [-2.70596, -20.62085, -5.25654], [-1.43045, -18.49106, -5.18807], [-3.90947, -16.76430, -8.22361], [-5.40518, -18.77490, -8.12091], [4.62031, -18.24389, -8.38529], [4.82714, -18.63539, -5.96367], [2.66423, -17.94887, -4.60619], [6.84654, -13.54251, -9.52988], [5.30930, -13.18255, -9.05524], [4.27470, -14.09268, -9.86700], [3.42234, -13.27010, -10.95480], [2.61132, -14.32999, -11.44101], [4.45411, -12.43153, -11.87075], [5.14518, -11.52897, -10.94821], [6.60636, -11.72789, -11.22611], [4.96352, -11.60740, -9.46431], [6.91014, -14.47394, -9.02472], [7.63140, -12.85374, -9.20052], [6.83660, -13.61586, -10.61732], [5.09279, -13.20814, -7.95999], [3.76664, -14.84620, -9.18489], [4.83319, -14.80329, -10.53525], [2.91713, -12.58252, -10.32070], [1.73787, -13.78095, -11.84844], [2.45519, -14.90508, -10.69775], [3.90707, -11.73188, -12.54658], [5.10153, -13.05369, -12.56422], [4.77854, -10.55220, -11.29099], [7.22052, -10.97945, -10.73976], [6.79175, -11.34071, -12.27544], [3.91884, -11.48310, -9.03148], [5.50430, -10.77882, -8.99073], [-2.72721, -25.65840, -10.46764]],
  "mulliken_charge": [-0.3668, -0.7868, -0.0336, -1.0184, 0.3944, -0.5787, 0.8241, 0.2172, 0.2490, -0.6173, 0.3351, -0.1767, -0.5414, -0.0073, 0.9593, 0.0660, -0.8501, -0.5200, -0.9348, -0.6624, 0.2867, 0.5984, -0.3336, -0.6332, -0.6701, -0.5974, -0.4189, 0.6622, 1.2979, -0.6339, -0.7638, -0.6026, -1.1720, 0.2897, 0.2400, 0.3094, 0.5554, 0.3269, 0.4771, -0.9209, 0.1090, 0.3069, 0.2244, 0.2769, 0.3040, 0.3361, 0.2469, 0.1368, 0.3719, 0.4826, 0.3934, 0.4620, 0.3682, 0.3893, 0.3456, 0.3396, 0.3455, -1.0405, 0.4165, 0.4115, 0.6217, 0.5839, -0.4555, 0.6537, -0.6863, -0.6703, -0.3223, -0.7210, -0.1489, 1.2890, -0.6985, -0.6545, -0.0466, 0.6850, -0.2947, -0.3074, -0.6731, -0.1171, -0.3249, 0.2005, 0.1919, 0.2683, 0.4880, 0.3916, 0.5991, 0.4279, 0.3879, 0.4531, -0.3680, -0.0128, -1.0415, -0.2722, -0.0166, -1.0354, 0.4706, -0.7664, -1.2106, 0.3604, 0.3774, 0.4310, 0.3929, 0.3421, 0.2671, 0.5639, 0.2940, -0.3815, 0.3548, 0.3516, 0.4582, 0.2767, 0.3136, 0.3771, 0.3880, -0.5095]
}

| no. | DFT total energy (eV) |
| --- | --- |
| 1 | -78826.729 |
| 2 | -139183.520 |